{"formula": "C43H50RbS3Sb2", "method": "ωB97M-V/def2-TZVPD", "symbols": ["Rb", "C", "C", "S", "C", "C", "S", "C", "C", "S", "H", "H", "H", "H", "H", "H", "H", "H", "H", "H", "H", "H", "C", "C", "C", "Sb", "C", "C", "C", "C", "C", "C", "C", "C", "C", "C", "C", "C", "Sb", "C", "C", "C", "C", "C", "C", "C", "C", "C", "C", "C", "C", "H", "H", "H", "H", "H", "H", "H", "H", "H", "H", "H", "H", "H", "H", "H", "H", "H", "H", "H", "H", "H", "H", "H", "H", "H", "H", "C", "C", "C", "C", "C", "C", "C", "C", "C", "C", "H", "H", "H", "H", "H", "H", "H", "H", "H", "H", "H", "H"], "xyz": [[0.42, -0.63, -0.87], [-2.56, 0.56, -4.74], [-3.29, -0.12, -3.52], [-2.81, 0.01, -1.73], [-3.64, 1.45, -0.94], [-2.73, 2.55, -0.20], [-1.34, 3.18, -1.08], [-1.96, 3.97, -2.70], [-1.46, 3.16, -3.92], [-2.83, 2.33, -4.91], [-2.73, 0.25, -5.63], [-1.50, 0.36, -4.51], [-3.38, -1.04, -3.87], [-4.26, 0.55, -3.68], [-4.31, 0.99, -0.10], [-4.25, 2.01, -1.61], [-2.35, 2.00, 0.59], [-3.63, 3.38, 0.14], [-1.86, 5.05, -2.89], [-2.96, 3.42, -2.64], [-0.76, 2.39, -3.33], [-0.90, 3.73, -4.60], [-0.77, 1.58, 3.94], [-0.05, 2.37, 2.79], [1.06, 1.68, 2.13], [1.95, 2.73, 0.57], [3.15, 1.03, 0.10], [3.37, 0.23, -0.98], [4.09, -1.02, -0.81], [4.52, -1.53, 0.37], [4.24, -0.88, 1.63], [3.49, 0.46, 1.43], [2.94, 4.26, 1.91], [2.16, 5.48, 2.07], [2.80, 6.50, 2.80], [3.98, 6.29, 3.47], [4.73, 5.17, 3.37], [4.30, 4.26, 2.48], [-2.17, -0.16, 3.26], [-2.07, -1.22, 5.22], [-2.20, -0.42, 6.49], [-2.39, -1.21, 7.55], [-2.57, -2.48, 7.50], [-2.10, -3.28, 6.53], [-1.95, -2.54, 5.38], [-0.80, -1.71, 2.38], [-1.55, -2.62, 1.51], [-0.73, -3.43, 0.71], [0.68, -3.21, 0.84], [1.25, -2.52, 1.84], [0.42, -1.65, 2.62], [-1.45, 2.27, 4.48], [-0.02, 1.62, 4.55], [0.31, 3.36, 2.81], [-0.86, 2.74, 2.17], [-2.04, 1.06, 1.72], [1.02, 0.60, 1.55], [2.92, 0.52, -1.90], [4.47, -1.25, -1.83], [4.90, -2.48, 0.51], [4.40, -0.87, 2.69], [2.88, 1.05, 2.23], [1.24, 5.59, 1.62], [1.92, 7.33, 2.79], [4.23, 7.20, 4.16], [5.73, 5.16, 3.60], [4.74, 3.20, 2.01], [-1.79, 0.49, 6.72], [-2.37, -0.60, 8.45], [-2.47, -3.27, 8.58], [-2.05, -4.53, 6.78], [-1.33, -2.90, 4.59], [-2.27, -2.02, 1.00], [-1.26, -3.16, -0.26], [1.36, -3.55, 0.07], [2.35, -2.40, 1.71], [1.08, -0.69, 2.98], [2.05, -4.38, -4.43], [1.85, -2.95, -4.89], [3.09, -2.04, -4.39], [0.72, -2.32, -5.02], [-0.64, -2.76, -4.82], [-0.97, -3.04, -3.54], [-2.13, -3.24, -2.87], [-3.27, -3.04, -3.86], [-3.06, -3.07, -5.22], [-1.83, -2.72, -5.81], [2.95, -4.48, -3.98], [1.68, -5.28, -5.08], [1.13, -4.58, -3.49], [3.84, -2.03, -5.13], [3.59, -2.47, -3.45], [2.76, -1.12, -4.28], [0.88, -1.17, -5.16], [-0.01, -2.79, -2.79], [-2.62, -3.39, -1.85], [-4.51, -3.34, -3.42], [-4.04, -3.27, -5.70], [-1.75, -2.72, -6.94]], "charge": -1, "total_energy_ev": -91610.682, "e_homo_ev": -2.821, "gap_ev": 4.2, "de_lowest_ev": 22.473}


{"formula": "C20H24N6O4S", "method": "ωB97M-V/def2-TZVPD", "symbols": ["O", "O", "O", "N", "N", "N", "O", "S", "C", "C", "C", "C", "C", "C", "C", "C", "C", "C", "C", "C", "C", "C", "N", "N", "N", "C", "C", "C", "C", "C", "C", "H", "H", "H", "H", "H", "H", "H", "H", "H", "H", "H", "H", "H", "H", "H", "H", "H", "H", "H", "H", "H", "H", "H", "H"], "xyz": [[-0.47, -2.66, -3.64], [-2.40, 5.81, -1.36], [-0.25, 2.62, -3.67], [-0.55, -0.92, 6.96], [0.31, -1.99, 2.12], [1.58, -3.94, 1.76], [-0.69, -0.87, 0.30], [1.42, -3.20, 4.29], [-0.23, -2.26, -2.51], [-1.61, 5.25, -0.61], [-1.04, 3.42, -3.19], [0.49, -3.09, -1.53], [1.26, -4.22, -1.77], [1.06, -3.01, 2.56], [-0.30, 0.32, 6.53], [-0.03, -1.95, 6.26], [0.05, -1.90, 0.81], [1.32, -3.84, 0.47], [0.47, 0.58, 5.40], [1.01, -0.48, 4.68], [0.75, -1.78, 5.11], [0.55, -2.84, -0.07], [1.74, -4.66, -0.55], [-1.34, 4.59, -3.77], [-1.24, 3.98, -0.76], [-1.00, 0.20, 1.21], [-0.97, 6.02, 0.53], [-0.81, 5.04, -5.05], [-1.70, 3.11, -1.84], [2.35, -6.15, -2.99], [1.52, -4.88, -3.11], [-0.65, -1.31, -2.20], [-0.72, 1.16, 7.09], [-0.23, -2.96, 6.61], [0.65, 1.61, 5.10], [1.63, -0.30, 3.80], [2.33, -5.47, -0.39], [-1.96, 5.21, -3.25], [-0.55, 3.61, -0.12], [-1.57, 0.97, 0.68], [-0.09, 0.66, 1.60], [-1.61, -0.16, 2.05], [-1.25, 5.56, 1.47], [0.11, 6.02, 0.41], [-1.34, 7.05, 0.51], [0.20, 5.43, -4.92], [-0.77, 4.20, -5.75], [-1.45, 5.82, -5.47], [-2.78, 3.22, -1.96], [-1.49, 2.07, -1.59], [1.84, -6.89, -2.36], [2.51, -6.59, -3.98], [3.33, -5.93, -2.55], [2.03, -4.16, -3.76], [0.56, -5.12, -3.58]], "total_energy_ev": -49096.358, "e_homo_ev": -8.227, "gap_ev": 8.4, "de_lowest_ev": 2.283}


{"formula": "C28H21PSe5Ta", "method": "ωB97M-V/def2-TZVPD", "symbols": ["Ta", "Se", "Se", "Se", "Se", "C", "C", "C", "C", "C", "C", "P", "C", "C", "C", "C", "C", "C", "C", "C", "C", "C", "C", "C", "C", "C", "C", "C", "H", "H", "H", "H", "H", "H", "H", "H", "H", "H", "H", "H", "H", "H", "H", "H", "Se", "C", "C", "C", "C", "C", "C", "H", "H", "H", "H", "H"], "xyz": [[2.25, -1.34, -0.18], [3.30, -2.19, -2.31], [4.54, -2.81, -0.42], [5.64, -0.84, 0.19], [3.80, 0.42, 0.87], [2.22, 4.92, -1.97], [1.04, 4.78, -1.25], [0.65, 3.54, -0.78], [1.44, 2.42, -1.05], [2.62, 2.56, -1.77], [3.01, 3.81, -2.23], [0.83, 0.78, -0.61], [-0.19, 1.09, 0.85], [0.46, 1.47, 2.02], [-0.28, 1.87, 3.12], [-1.66, 1.89, 3.05], [-2.31, 1.50, 1.89], [-1.58, 1.09, 0.78], [-0.27, 0.28, -1.94], [-0.91, 1.14, -2.81], [-1.75, 0.61, -3.80], [-1.95, -0.74, -3.90], [-1.30, -1.64, -3.02], [-1.47, -3.04, -3.10], [-0.82, -3.86, -2.22], [0.07, -3.34, -1.26], [0.31, -1.98, -1.17], [-0.42, -1.12, -2.04], [2.52, 5.89, -2.34], [0.43, 5.65, -1.05], [-0.27, 3.43, -0.21], [3.24, 1.69, -1.97], [3.94, 3.92, -2.78], [1.55, 1.49, 2.07], [0.22, 2.17, 4.03], [-2.24, 2.22, 3.90], [-3.39, 1.51, 1.83], [-2.07, 0.80, -0.13], [-0.76, 2.21, -2.73], [-2.24, 1.29, -4.49], [-2.59, -1.14, -4.68], [-2.12, -3.45, -3.87], [-0.96, -4.93, -2.28], [0.56, -4.04, -0.60], [1.77, -2.68, 1.85], [0.04, -2.45, 2.70], [0.03, -2.19, 4.06], [-1.18, -2.21, 4.75], [-2.36, -2.49, 4.08], [-2.34, -2.75, 2.72], [-1.14, -2.73, 2.02], [0.96, -2.01, 4.59], [-1.18, -2.02, 5.82], [-3.30, -2.51, 4.62], [-3.25, -3.00, 2.20], [-1.13, -2.96, 0.97]], "charge": 1, "total_energy_ev": -366945.468, "e_homo_ev": -10.908, "gap_ev": 6.3, "de_lowest_ev": 0.509}


{"formula": "C11H20N4O4", "method": "ωB97M-V/def2-TZVPD", "symbols": ["C", "C", "C", "C", "C", "C", "C", "C", "C", "C", "C", "H", "H", "H", "H", "H", "H", "H", "H", "H", "H", "H", "H", "H", "H", "H", "H", "H", "H", "H", "H", "N", "N", "N", "N", "O", "O", "O", "O"], "xyz": [[2.90, 0.67, 0.38], [2.33, 0.38, -1.02], [4.40, 0.27, 0.35], [4.55, -1.26, 0.10], [5.16, 1.25, -0.62], [-2.67, -1.59, 0.59], [-2.52, -1.77, -0.92], [-4.06, -1.01, 0.91], [-4.27, 0.31, 0.25], [-5.08, 0.64, -0.79], [-4.00, 2.40, -0.04], [2.65, 0.12, 2.32], [1.30, -0.14, 1.40], [2.74, 1.67, 0.59], [4.76, 0.41, 1.40], [4.16, -1.49, -0.89], [4.05, -1.78, 0.77], [5.54, -1.57, 0.10], [4.68, 1.27, -1.57], [5.11, 2.22, -0.17], [6.15, 0.98, -0.78], [0.73, 0.01, -1.87], [-1.77, 0.18, 1.08], [-1.45, -1.01, 2.15], [-2.64, -2.61, 1.00], [-4.81, -1.74, 0.52], [-4.20, -0.90, 2.02], [-5.72, 0.09, -1.45], [-3.68, 3.48, 0.08], [-5.32, 2.59, -1.66], [-0.78, -1.22, -0.51], [2.37, -0.25, 1.42], [-1.54, -0.83, 1.15], [-3.60, 1.42, 0.72], [-4.85, 2.01, -0.99], [3.04, 0.13, -1.98], [1.00, 0.32, -1.05], [-3.38, -2.19, -1.64], [-1.29, -1.48, -1.35]], "total_energy_ev": -25882.189, "e_homo_ev": -9.112, "gap_ev": 9.7, "de_lowest_ev": 2.177}


{"formula": "C44H48F3N5O4PtS2", "method": "ωB97M-V/def2-TZVPD", "symbols": ["Pt", "O", "S", "O", "N", "C", "C", "C", "C", "C", "C", "C", "C", "N", "C", "C", "C", "C", "C", "C", "C", "H", "H", "H", "H", "H", "H", "H", "H", "H", "H", "H", "C", "C", "C", "N", "C", "S", "N", "C", "O", "C", "C", "C", "C", "C", "C", "H", "H", "H", "H", "H", "H", "H", "H", "H", "H", "H", "H", "H", "H", "C", "C", "C", "C", "C", "N", "H", "H", "H", "H", "H", "H", "H", "H", "H", "F", "C", "F", "F", "C", "C", "C", "C", "C", "C", "C", "C", "H", "H", "H", "H", "C", "C", "O", "C", "C", "H", "H", "H", "H", "H", "H", "H", "H", "H", "H"], "xyz": [[0.59, 0.94, 0.68], [3.11, 4.67, 1.37], [2.72, 3.66, 0.45], [3.57, 2.39, 0.79], [1.26, 3.17, 0.44], [0.19, 4.05, 0.19], [0.28, 5.39, -0.05], [-0.86, 6.19, -0.26], [-2.11, 5.65, -0.21], [-2.25, 4.26, 0.02], [-3.52, 3.64, 0.10], [-3.61, 2.30, 0.33], [-2.43, 1.56, 0.47], [-1.23, 2.10, 0.40], [-1.10, 3.45, 0.20], [3.23, 4.07, -1.16], [2.53, 3.57, -2.26], [3.01, 3.85, -3.53], [4.17, 4.60, -3.68], [4.85, 5.09, -2.58], [4.39, 4.83, -1.30], [1.26, 5.87, -0.05], [-0.74, 7.25, -0.44], [-2.99, 6.26, -0.35], [-4.41, 4.25, -0.02], [-4.57, 1.81, 0.42], [-2.46, 0.50, 0.65], [1.63, 2.98, -2.11], [2.48, 3.49, -4.40], [4.54, 4.82, -4.68], [5.75, 5.68, -2.71], [4.90, 5.21, -0.42], [-4.94, -6.05, -3.14], [-4.01, -4.85, -3.10], [-4.51, -3.82, -2.10], [-3.74, -2.56, -2.21], [-2.85, -2.07, -1.39], [-1.69, -0.91, -1.94], [-2.73, -2.41, -0.09], [-3.66, -2.91, 0.92], [-3.16, -3.53, 1.80], [-5.08, -2.53, 0.82], [-5.50, -1.37, 0.17], [-6.84, -1.04, 0.16], [-7.77, -1.86, 0.79], [-7.35, -3.02, 1.44], [-6.00, -3.35, 1.47], [-4.55, -6.81, -3.82], [-5.93, -5.77, -3.49], [-5.04, -6.51, -2.15], [-3.94, -4.39, -4.09], [-3.00, -5.15, -2.82], [-4.43, -4.20, -1.08], [-5.56, -3.58, -2.27], [-3.79, -2.11, -3.12], [-1.81, -2.22, 0.31], [-4.78, -0.72, -0.31], [-7.18, -0.13, -0.34], [-8.82, -1.60, 0.78], [-8.07, -3.65, 1.94], [-5.66, -4.23, 1.98], [1.40, -4.07, -0.53], [1.47, -3.52, 0.90], [0.87, -4.50, 1.91], [2.92, -3.16, 1.28], [0.69, -2.26, 0.95], [0.10, -1.27, 1.03], [2.06, -4.94, -0.60], [1.73, -3.33, -1.26], [0.39, -4.40, -0.78], [1.43, -5.44, 1.86], [-0.18, -4.72, 1.69], [0.93, -4.12, 2.93], [3.53, -4.06, 1.18], [2.98, -2.81, 2.31], [3.32, -2.39, 0.62], [8.85, -1.74, -1.62], [8.61, -0.48, -2.03], [8.62, -0.49, -3.37], [9.63, 0.27, -1.61], [7.29, 0.00, -1.49], [7.23, 0.95, -0.49], [6.00, 1.36, 0.00], [4.83, 0.81, -0.52], [4.90, -0.14, -1.53], [6.12, -0.55, -2.02], [3.51, 1.19, -0.01], [2.34, 0.57, -0.11], [8.14, 1.38, -0.09], [5.95, 2.11, 0.79], [3.98, -0.55, -1.94], [6.18, -1.27, -2.82], [1.82, 2.09, 3.72], [0.32, 2.27, 3.63], [-0.29, 1.09, 3.08], [-1.60, 0.87, 3.58], [-2.04, -0.56, 3.35], [2.29, 3.05, 3.94], [2.23, 1.72, 2.78], [2.07, 1.38, 4.51], [0.05, 3.13, 3.01], [-0.10, 2.44, 4.63], [-2.30, 1.58, 3.13], [-1.59, 1.06, 4.66], [-2.18, -0.78, 2.29], [-2.99, -0.73, 3.86], [-1.30, -1.26, 3.74]], "spin_multiplicity": 5, "charge": 2, "total_energy_ev": -95098.665, "e_homo_ev": [-11.922, -12.874], "gap_ev": [6.4, 4.0], "de_lowest_ev": 0.919}


{"formula": "C2H8NO", "method": "ωB97M-V/def2-TZVPD", "symbols": ["O", "H", "C", "N", "C", "H", "H", "H", "H", "H", "H", "H"], "xyz": [[2.52, 0.52, -0.22], [2.55, 1.38, 0.23], [-0.36, -0.66, -1.08], [0.12, -0.21, 0.20], [-0.94, 0.16, 1.08], [0.52, -0.89, -1.71], [-0.92, -1.60, -0.99], [-0.85, 0.14, -1.67], [1.16, 0.18, 0.11], [-1.10, -0.45, 1.98], [-1.92, 0.25, 0.59], [-0.79, 1.18, 1.48]], "charge": -1, "total_energy_ev": -5740.310, "e_homo_ev": -2.649, "gap_ev": 7.1, "de_lowest_ev": 0.864}